A structure of composition C7H9NdO7P. Source: the Open Molecules 2025 dataset; level of theory: ωB97M-V/def2-TZVPD.

Geometry as ORCA input:
```
! wB97M-V def2-TZVPD RIJCOSX def2/J DEFGRID3
* xyz 3 4
O -0.35 -3.59 -2.11
C -0.35 -2.38 -2.15
Nd -1.05 -0.19 -2.00
O -3.07 -0.19 -5.30
C -2.35 -0.20 -4.43
C 1.65 -0.18 -2.44
O 2.81 -0.19 -2.63
C -0.34 2.01 -2.06
O -0.36 3.19 -2.03
C -0.79 2.23 1.15
O -1.74 1.18 0.89
P -0.91 -0.38 0.85
O -0.91 -0.57 2.45
C 0.27 -0.20 3.18
O 0.20 -1.77 0.53
C 1.59 -1.51 0.58
H -1.30 3.06 0.66
H 0.18 2.07 0.68
H -0.67 2.40 2.23
H 0.88 0.55 2.68
H -0.03 0.20 4.17
H 0.80 -1.15 3.30
H 1.83 -0.43 0.60
H 1.96 -2.00 1.50
H 2.06 -1.96 -0.31
*
```

Calculated values
HOMO-LUMO gap (spin up / spin down), eV: 5.929 / 6.181
Energy, eV: -46264.930

These are the Mulliken partial charges, in e, on atoms 1 to 8: O -0.008; C 0.190; Nd 1.556; O 0.041; C 0.231; C 0.187; O -0.009; C 0.122